[1]
112
Properties=species:S:1:pos:R:3 method="wB97M-V/def2-TZVPD" lumo_energy_ha=-0.0355 charge=0 multiplicity=3 e_tot_ev=-71385.7078 orbital_gap_ev=7.744 homo_energy_ev=-8.711
C 1.555 1.154 0.582
C 0.764 1.279 1.962
B -0.493 0.252 2.084
O -1.379 -0.014 0.985
C -0.665 -0.483 3.536
C -1.430 0.179 4.639
C -2.097 1.569 4.352
C -3.408 1.446 3.414
C -3.905 -0.053 3.239
O -3.205 2.042 2.115
C -1.498 -0.570 5.978
C -2.274 0.176 7.145
C -1.894 -0.330 8.589
O -2.053 -1.436 9.023
I -1.030 1.141 9.976
C -0.863 -1.914 6.136
C -0.113 -2.611 4.986
N 0.434 -3.866 5.268
C 1.058 -4.333 4.126
N 1.663 -5.689 4.220
C 2.904 -5.568 4.436
O 4.064 -5.676 4.264
C 1.173 -3.633 2.794
C 1.913 -4.316 1.567
C 0.880 -4.896 0.489
O 0.004 -5.814 1.164
C 0.121 -3.762 -0.343
N -1.315 -4.059 -0.600
N 0.652 -2.371 2.579
C -0.014 -1.856 3.696
H 0.973 0.670 -0.256
H 1.894 2.183 0.229
H 2.479 0.514 0.755
H 1.501 1.012 2.787
H 0.385 2.322 2.187
H -0.851 -0.559 0.359
H -1.313 2.249 3.905
H -2.458 2.092 5.294
H -4.278 2.005 3.897
H -3.186 -0.694 2.630
H -4.145 -0.568 4.214
H -4.879 -0.023 2.649
H -3.345 1.325 1.464
H -1.929 1.261 7.087
H -3.393 0.215 6.948
H -0.950 -2.468 7.118
H 2.694 -5.063 1.878
H 2.461 -3.462 1.042
H 1.514 -5.482 -0.253
H -0.693 -5.285 1.605
H 0.637 -3.657 -1.353
H 0.156 -2.737 0.130
H -1.384 -5.033 -0.928
H -1.866 -3.954 0.259
C 6.755 -1.853 -1.905
C 5.231 -1.577 -1.966
C 4.638 -2.268 -3.207
C 5.004 -1.570 -4.515
C 4.654 -0.087 -4.460
C 5.221 0.637 -3.224
N 4.969 -0.106 -1.954
O 3.682 0.075 -1.632
C 6.741 0.857 -3.401
C 4.648 2.069 -3.194
C 4.683 -2.268 -0.698
H 6.968 -2.810 -1.422
H 7.221 -1.918 -2.888
H 7.277 -1.090 -1.323
H 3.545 -2.305 -3.129
H 4.972 -3.310 -3.252
H 6.068 -1.699 -4.737
H 4.465 -2.041 -5.341
H 5.008 0.400 -5.374
H 3.562 0.005 -4.472
H 7.183 1.275 -2.492
H 6.939 1.564 -4.211
H 7.290 -0.045 -3.663
H 3.556 2.084 -3.193
H 4.962 2.631 -4.076
H 4.998 2.615 -2.313
H 5.102 -1.815 0.205
H 4.947 -3.328 -0.691
H 3.593 -2.225 -0.628
C -4.473 5.107 -1.779
C -4.593 3.570 -1.620
C -3.186 2.966 -1.438
C -2.366 2.956 -2.724
C -3.135 2.287 -3.859
C -4.551 2.857 -4.066
N -5.315 2.982 -2.789
O -5.719 1.753 -2.440
C -4.462 4.240 -4.751
C -5.281 1.981 -5.106
C -5.390 3.402 -0.305
H -4.431 5.607 -0.808
H -3.567 5.418 -2.300
H -5.336 5.523 -2.305
H -3.265 1.936 -1.069
H -2.637 3.519 -0.669
H -2.081 3.974 -3.010
H -1.429 2.418 -2.554
H -2.559 2.375 -4.785
H -3.197 1.215 -3.642
H -5.448 4.709 -4.813
H -4.086 4.142 -5.773
H -3.785 4.933 -4.258
H -5.317 0.929 -4.817
H -4.768 2.018 -6.070
H -6.306 2.329 -5.264
H -6.387 3.843 -0.396
H -4.883 3.901 0.524
H -5.504 2.359 -0.005

---

[2]
120
Properties=species:S:1:pos:R:3 method="wB97M-V/def2-TZVPD" lumo_energy_ha=0.0477 charge=-1 e_tot_ev=-81666.6425 orbital_gap_ev=5.735 homo_energy_ev=-4.438
B -5.007 -6.669 3.430
C -4.482 -5.282 2.617
B -3.402 -5.879 1.732
O -2.025 -5.670 1.963
O -3.719 -6.728 0.661
H -5.834 -7.295 2.762
H -4.019 -7.428 3.579
H -5.438 -6.336 4.541
H -4.068 -4.541 3.310
H -5.281 -4.808 2.040
H -1.842 -5.907 2.874
H -3.957 -7.586 1.016
O -6.379 -1.331 3.678
C -5.232 -0.980 3.641
O -4.240 -1.784 3.206
C -2.966 -1.133 3.367
C -3.283 0.354 3.394
C -4.665 0.371 4.047
H -2.503 -1.487 4.291
H -2.334 -1.417 2.530
H -2.537 0.950 3.911
H -3.363 0.722 2.374
H -4.602 0.416 5.137
H -5.299 1.171 3.685
O -0.583 2.420 4.564
C 0.213 1.777 3.940
O 0.118 0.432 3.825
C 1.260 -0.090 3.113
C 1.796 1.079 2.299
C 1.445 2.264 3.198
H 1.982 -0.453 3.846
H 0.923 -0.925 2.504
H 2.853 0.984 2.069
H 1.244 1.153 1.360
H 2.228 2.466 3.932
H 1.219 3.178 2.658
O 5.187 1.077 2.138
C 5.382 0.676 1.024
O 4.437 -0.017 0.349
C 4.956 -0.467 -0.918
C 6.116 0.468 -1.232
C 6.629 0.800 0.170
H 5.268 -1.508 -0.806
H 4.151 -0.422 -1.648
H 6.855 0.022 -1.889
H 5.748 1.372 -1.707
H 7.360 0.075 0.533
H 7.042 1.801 0.254
O 5.559 3.819 -1.468
C 6.690 4.160 -1.665
O 7.645 3.294 -2.069
C 8.927 3.948 -2.133
C 8.610 5.434 -2.265
C 7.297 5.541 -1.490
H 9.472 3.716 -1.215
H 9.470 3.542 -2.982
H 9.405 6.075 -1.889
H 8.429 5.679 -3.311
H 7.449 5.709 -0.422
H 6.618 6.298 -1.874
O -5.208 2.671 1.880
C -5.769 1.908 1.147
O -5.399 0.614 1.015
C -6.191 -0.031 0.001
C -7.463 0.798 -0.108
C -6.942 2.196 0.224
H -5.624 -0.033 -0.932
H -6.371 -1.056 0.316
H -7.936 0.709 -1.084
H -8.177 0.479 0.653
H -6.563 2.718 -0.656
H -7.666 2.828 0.731
O 6.102 0.565 -4.255
C 5.432 -0.274 -4.778
O 5.749 -1.593 -4.714
C 4.825 -2.372 -5.495
C 3.569 -1.511 -5.605
C 4.157 -0.100 -5.586
H 5.281 -2.566 -6.468
H 4.663 -3.318 -4.986
H 2.974 -1.740 -6.486
H 2.942 -1.662 -4.726
H 4.435 0.250 -6.581
H 3.514 0.639 -5.116
O -3.112 -7.529 7.062
C -3.164 -6.337 7.026
O -2.219 -5.585 6.401
C -2.475 -4.190 6.600
C -3.964 -4.096 6.922
C -4.209 -5.423 7.642
H -1.847 -3.835 7.423
H -2.197 -3.663 5.690
H -4.219 -3.212 7.503
H -4.536 -4.078 5.993
H -4.020 -5.362 8.716
H -5.201 -5.828 7.465
O 7.560 5.743 -5.375
C 6.959 6.777 -5.415
O 7.537 7.957 -5.086
C 6.563 9.018 -5.113
C 5.447 8.514 -6.024
C 5.503 7.006 -5.775
H 6.218 9.189 -4.091
H 7.052 9.918 -5.475
H 4.485 8.970 -5.806
H 5.696 8.726 -7.064
H 4.893 6.702 -4.922
H 5.230 6.403 -6.637
O -6.610 -0.265 -3.519
C -7.067 -1.366 -3.405
O -8.300 -1.594 -2.905
C -8.534 -3.012 -2.773
C -7.565 -3.669 -3.752
C -6.392 -2.687 -3.729
H -8.333 -3.296 -1.739
H -9.580 -3.205 -2.995
H -7.304 -4.686 -3.468
H -8.006 -3.696 -4.749
H -5.687 -2.913 -2.928
H -5.856 -2.614 -4.671

---

[3]
129
Properties=species:S:1:pos:R:3 method="wB97M-V/def2-TZVPD" lumo_energy_ha=-0.0209 charge=0 e_tot_ev=-732353.4140 orbital_gap_ev=7.976 homo_energy_ev=-8.544
O -2.293 0.132 0.612
C -2.767 0.887 1.409
O -2.145 1.054 2.600
C -3.012 1.806 3.516
C -3.908 2.629 2.581
C -3.973 1.746 1.338
H -2.340 2.339 4.189
H -3.430 0.993 4.119
H -3.379 3.562 2.422
H -4.894 2.742 3.024
H -4.109 2.311 0.418
H -4.861 1.117 1.413
O 6.368 0.179 -0.839
C 5.574 -0.233 -1.638
O 5.963 -1.032 -2.663
C 4.883 -1.124 -3.655
C 3.719 -0.289 -3.169
C 4.197 0.350 -1.857
H 4.583 -2.171 -3.614
H 5.319 -0.897 -4.623
H 2.850 -0.919 -2.985
H 3.347 0.538 -3.770
H 3.634 0.007 -0.986
H 4.167 1.432 -1.908
O -3.644 -3.006 -1.034
C -4.356 -3.959 -1.008
O -5.142 -4.235 0.044
C -5.958 -5.398 -0.229
C -5.924 -5.522 -1.738
C -4.501 -5.055 -2.041
H -6.988 -5.214 0.071
H -5.562 -6.260 0.304
H -6.556 -4.767 -2.213
H -6.184 -6.484 -2.171
H -4.218 -4.688 -3.020
H -3.781 -5.749 -1.581
O 3.639 1.697 7.876
C 3.674 1.368 6.736
O 4.723 1.669 5.944
C 4.469 1.335 4.581
C 3.295 0.369 4.581
C 2.706 0.430 5.990
H 5.300 0.833 4.098
H 4.080 2.212 4.068
H 3.539 -0.613 4.166
H 2.555 0.653 3.824
H 2.580 -0.544 6.448
H 1.763 0.978 5.958
O -6.216 1.094 1.264
C -5.815 0.294 2.053
O -5.864 0.562 3.371
C -5.343 -0.516 4.157
C -4.480 -1.335 3.212
C -5.166 -1.074 1.865
H -6.291 -1.038 4.384
H -4.939 -0.324 5.149
H -4.448 -2.394 3.477
H -3.419 -1.055 3.187
H -5.993 -1.792 1.809
H -4.514 -1.220 1.009
O -3.076 5.324 -0.013
C -1.938 5.007 0.002
O -1.333 4.256 0.977
C 0.075 4.204 0.771
C 0.256 4.432 -0.716
C -0.925 5.328 -1.094
H 0.434 3.221 1.070
H 0.724 4.923 1.280
H 0.263 3.515 -1.312
H 1.231 4.841 -0.980
H -1.427 5.041 -2.016
H -0.628 6.374 -1.118
O 0.408 -1.290 -1.912
C 0.167 -0.824 -0.837
O 0.768 0.307 -0.419
C 0.502 0.551 1.028
C -0.229 -0.720 1.493
C -0.788 -1.269 0.214
H -0.045 1.492 0.983
H 1.516 0.682 1.400
H -0.969 -0.557 2.279
H 0.524 -1.400 1.908
H -1.627 -0.578 0.026
H -1.042 -2.309 0.073
O 4.360 3.955 2.334
S 4.431 3.286 1.069
O 3.719 2.067 0.865
O 3.957 4.358 -0.054
C 4.664 5.589 -0.107
C 4.203 6.358 -1.354
C 6.144 3.004 0.462
H 5.752 5.535 -0.127
H 4.408 6.207 0.754
H 4.885 7.181 -1.551
H 3.193 6.730 -1.207
H 4.222 5.631 -2.168
H 6.412 2.031 0.864
H 6.679 3.762 1.032
H 6.095 3.094 -0.611
O -0.365 -3.803 -8.979
S 0.487 -2.990 -8.162
O 0.110 -1.651 -7.783
O 0.742 -3.847 -6.824
C 1.307 -3.269 -5.647
C 0.787 -3.977 -4.420
C 2.141 -2.869 -8.789
H 1.171 -2.184 -5.645
H 2.399 -3.385 -5.718
H 1.354 -3.734 -3.525
H 0.836 -5.066 -4.488
H -0.259 -3.721 -4.249
H 2.651 -3.816 -8.930
H 2.714 -2.301 -8.058
H 2.017 -2.273 -9.693
C -1.231 -1.374 6.143
Br -1.304 0.073 4.858
Br -0.697 -3.112 5.360
Br -2.874 -1.610 7.168
H -0.485 -1.111 6.877
C -1.172 0.687 -3.686
Br -2.112 2.064 -2.718
Br 0.648 1.428 -3.915
Br -1.969 0.062 -5.341
H -1.009 -0.097 -2.960
C -0.441 -5.252 1.173
Br -1.070 -6.247 -0.411
Br -1.852 -4.087 1.842
Br 1.190 -4.266 0.823
H -0.189 -6.020 1.887

---

[4]
132
Properties=species:S:1:pos:R:3 method="wB97M-V/def2-TZVPD" lumo_energy_ha=0.0754 charge=-1 e_tot_ev=-114471.6130 orbital_gap_ev=7.933 homo_energy_ev=-5.881
O -0.361 3.622 4.077
C 0.582 2.931 3.989
I 2.558 3.821 4.375
C 0.595 1.481 3.615
C 1.135 1.317 2.192
O 1.614 -0.037 2.062
C 2.949 -0.216 2.021
O 3.500 -1.010 2.726
C 3.684 0.530 0.938
C 4.795 1.320 1.249
C 5.425 1.989 0.201
C 4.918 1.821 -1.089
C 3.820 0.984 -1.288
N 3.198 0.350 -0.290
C 0.020 1.592 1.141
O -0.995 0.881 1.242
O 0.294 2.485 0.314
H 1.265 0.962 4.302
H -0.437 1.139 3.667
H 1.910 2.058 2.000
H 5.130 1.415 2.274
H 6.274 2.635 0.381
H 5.365 2.334 -1.932
H 3.425 0.838 -2.286
C 1.408 -2.825 -0.250
O 0.745 -3.454 -1.367
C 1.416 -3.416 -2.511
O 2.505 -2.941 -2.696
O 0.657 -4.008 -3.445
C 1.238 -4.032 -4.748
H 0.735 -2.930 0.592
H 2.350 -3.324 -0.027
H 1.579 -1.768 -0.444
H 2.175 -4.586 -4.742
H 1.409 -3.020 -5.110
H 0.515 -4.530 -5.387
C -5.632 -3.224 -2.206
O -5.105 -1.909 -2.391
C -4.488 -1.402 -1.314
O -4.353 -1.969 -0.260
O -4.025 -0.201 -1.621
C -3.299 0.434 -0.535
H -6.082 -3.500 -3.156
H -4.837 -3.926 -1.961
H -6.388 -3.228 -1.424
H -2.441 -0.160 -0.245
H -3.952 0.586 0.320
H -2.951 1.390 -0.909
C 0.444 -6.027 0.137
O -0.445 -7.114 0.456
C -0.059 -7.867 1.474
O 0.945 -7.737 2.126
O -0.981 -8.821 1.664
C -0.686 -9.705 2.743
H 0.004 -5.517 -0.709
H 0.526 -5.349 0.984
H 1.426 -6.413 -0.133
H -0.627 -9.160 3.684
H 0.251 -10.232 2.566
H -1.506 -10.416 2.781
C 1.229 -3.828 4.846
O 1.014 -3.743 3.441
C -0.076 -3.048 3.093
O -0.849 -2.536 3.860
O -0.143 -3.037 1.771
C -1.257 -2.317 1.207
H 2.136 -4.411 4.974
H 1.366 -2.836 5.275
H 0.395 -4.328 5.336
H -1.218 -1.265 1.487
H -2.198 -2.767 1.517
H -1.155 -2.405 0.128
C -2.791 7.000 9.138
O -3.452 6.799 7.890
C -2.889 5.850 7.126
O -1.921 5.204 7.430
O -3.587 5.757 6.004
C -3.097 4.776 5.069
H -3.344 7.785 9.647
H -2.807 6.091 9.736
H -1.761 7.317 8.983
H -3.125 3.783 5.510
H -2.089 5.014 4.748
H -3.765 4.808 4.213
C -2.124 -5.887 -7.196
O -2.910 -5.153 -6.258
C -2.501 -3.893 -6.069
O -1.565 -3.377 -6.623
O -3.301 -3.329 -5.176
C -2.986 -1.964 -4.856
H -2.566 -6.877 -7.246
H -2.157 -5.417 -8.177
H -1.092 -5.961 -6.858
H -3.060 -1.334 -5.740
H -1.986 -1.893 -4.434
H -3.714 -1.649 -4.117
C 10.447 4.339 -1.470
O 9.082 4.164 -1.852
C 8.831 4.434 -3.134
O 9.644 4.799 -3.945
O 7.538 4.231 -3.356
C 7.112 4.481 -4.701
H 10.495 4.086 -0.415
H 11.094 3.675 -2.040
H 10.757 5.372 -1.616
H 7.630 3.821 -5.393
H 7.289 5.520 -4.971
H 6.045 4.271 -4.716
C 1.446 3.607 -2.732
O 1.166 3.100 -4.051
C 2.164 3.241 -4.903
O 3.245 3.719 -4.659
O 1.790 2.749 -6.090
C 2.794 2.830 -7.099
H 0.572 3.410 -2.118
H 2.298 3.093 -2.301
H 1.637 4.677 -2.776
H 3.676 2.259 -6.813
H 3.071 3.866 -7.287
H 2.354 2.399 -7.994
C -7.041 1.410 1.797
O -7.899 1.965 2.804
C -7.517 3.163 3.241
O -6.558 3.779 2.859
O -8.376 3.566 4.181
C -8.062 4.845 4.740
H -7.469 0.446 1.540
H -7.018 2.052 0.918
H -6.033 1.275 2.183
H -8.081 5.615 3.971
H -7.085 4.828 5.218
H -8.832 5.043 5.480

---

- Which value of charge does entry 2 give?
  -1

---

- What is the charge in the fourth record?
  -1